C3HN3O | ωB97M-V/def2-TZVPD

The LUMO energy comes out at -0.538 eV. For the energy relative to the best compared isomer or geometry (same formula, charge and spin), the calculation gives 1.262 eV. The value obtained for the orbital gap is 11.27 eV. The SMILES is N#Cc1cnon1. The HOMO energy is -11.81 eV.

ORCA input file:
```
! wB97M-V def2-TZVPD RIJCOSX def2/J DEFGRID3
* xyz 0 1
N -0.44545 -1.38854 -0.01511
N 2.85071 -0.17671 0.11143
C -0.53610 0.85231 -0.04113
O -1.74895 -0.91080 0.04688
H -0.34197 1.84490 -0.03274
C 0.28422 -0.29594 -0.06043
N -1.78097 0.44544 0.06908
C 1.71851 -0.37066 -0.07798
*
```